# 1
The following is a quantum chemistry calculation of C11H27N9Ti as an isolated structure, from the Open Molecules 2025 dataset.

Its frontier orbital gap (spin up / spin down) is 7.133 / 10.811 eV. Its expectation value of S² is 2.00. The calculation puts the total energy at -1777.0449 Eh. Its highest occupied orbital energy (spin up / spin down) is -0.47668 / -0.61240 Eh. The value obtained for the LUMO energy (spin up / spin down) is -0.21455 / -0.21511 hartree. The calculation puts the strongest force on any atom at 0.05498 hartree/bohr.

```
! wB97M-V def2-TZVPD RIJCOSX def2/J DEFGRID3
* xyz 2 3
Ti -2.09207 -12.96626 1.59467
C -0.52243 -14.04678 3.98186
C -1.94806 -14.49723 4.28152
N -2.95004 -14.03904 3.29059
C -3.98892 -15.06190 2.92659
C -4.17269 -15.17306 1.37674
N -3.89263 -13.82787 0.78591
C -3.96328 -13.86119 -0.68558
C -2.61350 -14.18237 -1.30425
C -1.70845 -12.93118 -1.47949
N -1.05142 -12.38553 -0.24751
C 0.40281 -12.72114 -0.18345
C 0.61335 -14.08686 0.49329
N -0.48066 -14.42926 1.47291
C 0.04164 -14.86267 2.80073
H -0.47973 -12.94887 3.71840
H 0.06853 -14.23165 4.87487
H -1.95817 -15.58248 4.29996
H -2.22834 -14.12789 5.25581
H -3.47206 -13.27649 3.72454
H -3.72349 -16.04059 3.31464
H -4.96792 -14.76614 3.34836
H -3.45553 -15.88278 0.97549
H -5.18180 -15.54504 1.13305
H -4.65640 -13.22368 1.09526
H -4.70790 -14.60123 -1.01890
H -4.32614 -12.87380 -1.03347
H -2.13767 -15.02625 -0.80250
H -2.86549 -14.55345 -2.31154
H -0.94874 -13.17345 -2.21541
H -2.34010 -12.15758 -1.93229
H -1.13423 -11.36533 -0.33689
H 0.84295 -12.69534 -1.19017
H 0.93650 -11.93011 0.37813
H 0.67254 -14.88778 -0.25646
H 1.56712 -14.06985 1.03842
H -0.92349 -15.26319 1.06767
H -0.21030 -15.93407 2.94562
H 1.11845 -14.74997 2.80486
N -1.16996 -9.19615 4.84431
N -1.89100 -9.77283 3.76570
N -2.32836 -9.01347 2.74401
C -2.81905 -9.91684 1.86045
N -2.62120 -11.16341 2.29961
N -2.12469 -11.06014 3.54859
H -1.39806 -8.20206 4.80978
H -1.50969 -9.63025 5.68951
H -3.29464 -9.58986 0.95408
*
```

Here are the Löwdin charges for atoms 1 to 6, given in e: Ti 0.8491; C -0.1603; C -0.1860; N -0.1431; C -0.1252; C -0.1437

# 2
The following is a quantum chemistry calculation of C36H84AsF6N4O19Zn as an isolated structure, from the Open Molecules 2025 dataset.

Its frontier orbital gap is 6.320 eV. The calculation puts the total energy at -7684.8195 Eh. Its highest occupied orbital energy is -0.37495 Eh. The value obtained for the LUMO energy is -0.14268 hartree. The calculation puts the strongest force on any atom at 0.05285 hartree/bohr.

```
! wB97M-V def2-TZVPD RIJCOSX def2/J DEFGRID3
* xyz 1 1
Zn -1.85004 26.29611 -23.82385
As -5.37787 26.84802 -22.58643
F -5.01032 25.49069 -21.55798
F -6.88463 27.10520 -21.77580
F -5.59522 28.28374 -23.54347
F -3.80783 26.68321 -23.43358
F -6.13542 25.79916 -23.74515
F -4.53422 27.79253 -21.37523
C -11.62411 23.22429 -18.11667
C -11.27032 23.30854 -19.59852
C -9.95722 23.99960 -19.88454
O -10.05887 25.37289 -19.53565
C -8.81644 26.02518 -19.37658
N -11.15274 21.93467 -20.13600
H -10.89242 22.64352 -17.54990
H -12.61504 22.82995 -17.88364
H -11.66593 24.21843 -17.65712
H -12.05927 23.88767 -20.08443
H -9.71019 23.95901 -20.95375
H -9.09058 23.53966 -19.39061
H -7.92264 25.42924 -19.58504
H -8.72809 26.44236 -18.37219
H -8.72899 26.85833 -20.07975
H -12.07500 21.51390 -20.17360
H -10.62568 21.40402 -19.45174
C -13.53212 23.73553 -23.42660
C -12.05010 23.81530 -23.76973
C -11.46046 25.16078 -23.41128
O -10.13350 25.25040 -23.90812
C -9.52584 26.52534 -23.77840
N -11.33808 22.68394 -23.11354
H -14.03760 24.56567 -23.93393
H -13.67489 23.82303 -22.34890
H -14.04433 22.87258 -23.84814
H -11.90015 23.62180 -24.83785
H -11.35564 25.31386 -22.33043
H -12.14298 25.91606 -23.82023
H -10.25390 27.27508 -24.11407
H -8.68450 26.44936 -24.46230
H -9.27615 26.80478 -22.75236
H -10.41996 23.12534 -23.03453
H -11.66655 22.58921 -22.15501
C -6.35474 21.54021 -19.34557
C -6.12341 21.61404 -20.84187
C -7.38561 21.90425 -21.70598
O -6.95339 22.04662 -23.03280
C -8.04218 22.24760 -23.94222
N -5.10755 22.62273 -21.13798
H -6.90923 22.36113 -18.88073
H -5.48058 21.44185 -18.69721
H -6.90137 20.62669 -19.08776
H -5.78624 20.63182 -21.19035
H -7.80584 22.83658 -21.30046
H -8.14901 21.13063 -21.57636
H -7.62098 22.34064 -24.93781
H -8.44973 23.23399 -23.67845
H -8.88372 21.57077 -23.79082
H -5.19332 22.83041 -22.13193
H -5.42364 23.51365 -20.75728
C -1.26551 34.39095 -26.32268
C -1.64719 33.02099 -25.69262
C -1.41056 31.85688 -26.65271
O -1.90304 30.61404 -26.10316
C -3.31209 30.44999 -26.15010
N -0.77023 32.90917 -24.52069
H -0.41925 34.26625 -26.99646
H -1.02426 35.12073 -25.55585
H -2.15331 34.72095 -26.86878
H -2.72475 33.09119 -25.49778
H -0.38215 31.55308 -26.83797
H -1.94803 32.07340 -27.58101
H -3.72909 30.59274 -27.14899
H -3.79805 31.19216 -25.50618
H -3.56291 29.48650 -25.71067
H -1.04307 33.55902 -23.79429
H -0.86221 31.96848 -24.14378
C -3.44298 31.59852 -22.56386
C -2.76612 30.26618 -22.72781
O -1.34798 30.40659 -22.89947
C -0.68278 29.35348 -23.32736
O -1.07933 28.20972 -23.48874
O 0.53005 29.74772 -23.61057
C 1.48555 28.89334 -24.18854
H -3.39041 31.92048 -21.51990
H -4.52133 31.57773 -22.71590
H -3.09694 32.42218 -23.18615
H -3.14418 29.72546 -23.59128
H -2.93548 29.70302 -21.81516
H 2.25836 29.50470 -24.64615
H 1.07692 28.25278 -24.97304
H 1.94852 28.26698 -23.42347
C -13.09125 29.51600 -23.45633
C -12.63706 30.29833 -22.20231
O -11.40639 30.95527 -22.48318
C -10.29105 30.25334 -22.30724
O -10.15253 29.21496 -21.72667
O -9.31029 30.95342 -22.87238
C -7.98570 30.46283 -22.67661
H -13.64816 28.64377 -23.11474
H -12.27659 29.13457 -24.07053
H -13.65303 30.22449 -24.06347
H -12.47502 29.58900 -21.38695
H -13.43496 30.95406 -21.86524
H -7.80445 29.71076 -23.44451
H -7.80636 30.11819 -21.66092
H -7.36931 31.33050 -22.90850
C -1.48475 28.62030 -19.19583
C -0.35642 27.58561 -19.26712
O -0.42296 26.93903 -20.56166
C -1.25872 25.95600 -20.83088
O -1.56866 25.72259 -21.98530
O -1.48492 25.18726 -19.81018
C -2.26691 23.97334 -19.93208
H -1.55566 29.19010 -20.11826
H -1.32297 29.27276 -18.33822
H -2.37728 28.02948 -18.99017
H -0.45651 26.80844 -18.50951
H 0.65320 27.97944 -19.17696
H -2.24308 23.57666 -18.92299
H -1.81942 23.24258 -20.60536
H -3.26594 24.18980 -20.30504
C -3.70558 20.25345 -23.90950
C -2.45213 21.13898 -23.87994
O -2.88855 22.51390 -23.81989
C -2.57611 23.36446 -24.74978
O -2.40807 24.56536 -24.49728
O -2.69819 22.92160 -25.95145
C -2.53799 23.60420 -27.20819
H -4.22843 20.24938 -24.86144
H -4.33548 20.46216 -23.04818
H -3.38632 19.21821 -23.74855
H -2.01982 20.91297 -24.85486
H -1.81686 20.93117 -23.02676
H -1.52677 23.99326 -27.30894
H -3.27244 24.39022 -27.36231
H -2.67689 22.82309 -27.94800
C -5.33255 28.57482 -18.65468
C -4.50937 27.98171 -17.55870
O -3.84765 29.03742 -16.85655
C -3.08336 28.72956 -15.80822
O -3.05680 27.69323 -15.21366
O -2.37690 29.83370 -15.53422
C -1.32780 29.67992 -14.56682
H -4.83850 29.28761 -19.31520
H -6.18131 29.16965 -18.30722
H -5.71512 27.73432 -19.23292
H -3.79938 27.26932 -17.99088
H -5.09792 27.44426 -16.81175
H -0.50852 30.36994 -14.74425
H -0.88058 28.70070 -14.75798
H -1.74149 29.70537 -13.56360
*
```

Here are the Löwdin charges for atoms 1 to 6, given in e: Zn 0.9510; As 0.7981; F -0.2338; F -0.2227; F -0.2317; F -0.2738